1.
8 unconnected molecules or ions with the total composition C17H48BFO13S8, computed with ωB97M-V/def2-TZVPD.

```
88
Properties=species:S:1:pos:R:3:forces:R:3
O -4.003722 -0.193593 2.449677 -0.50 1.00 1.31
C -3.571428 -0.833645 1.582976 0.15 -0.78 -1.19
F -4.080306 -0.534149 0.296959 1.37 -1.19 1.08
C -2.438096 -1.931467 1.805846 0.24 1.06 -1.07
O -2.893488 -3.308188 1.871193 -0.04 -0.52 -0.01
S -4.496136 -3.404588 2.354136 -1.51 1.78 0.73
O -4.523614 -2.935373 3.734827 0.19 -0.79 -0.73
O -5.015424 -4.972707 2.441794 2.14 0.59 -0.35
C -4.373166 -5.844162 1.465649 -0.01 -1.74 -0.78
B -3.356165 -6.861536 2.204728 0.39 -0.49 0.51
O -3.724208 -7.451395 3.451640 0.82 1.41 -0.67
O -2.112648 -7.211768 1.685769 -0.81 0.89 0.58
H -1.681329 -1.789209 0.971505 -1.06 -0.79 0.87
H -1.901390 -1.668685 2.749599 -0.88 -0.08 -0.58
H -5.187433 -6.499285 1.050933 0.54 0.73 0.19
H -3.898528 -5.315930 0.609161 -0.48 -0.05 0.64
H -3.477621 -6.787111 4.122243 -0.58 -0.49 0.07
H -1.533355 -7.409067 2.443200 -0.27 -0.48 -0.52
C -2.036498 -0.941525 5.806382 0.17 -0.11 0.08
S -1.916915 0.549879 4.807386 -0.26 0.12 0.09
O -0.555555 0.557251 4.177977 -0.15 -0.28 0.08
C -1.880442 1.702633 6.189017 0.15 -0.07 0.15
H -2.036671 -1.803657 5.140016 -0.09 0.08 -0.03
H -1.182946 -1.004821 6.483501 0.02 0.10 -0.05
H -2.967044 -0.925114 6.373927 -0.02 0.03 -0.10
H -1.037353 1.476940 6.842817 0.04 0.06 -0.08
H -2.817546 1.632786 6.742875 -0.04 -0.04 -0.12
H -1.768677 2.710882 5.792622 0.01 -0.07 -0.05
C 1.547554 2.677640 4.649795 0.04 -0.08 -0.12
S 2.205250 2.556865 6.318959 0.03 -0.03 -0.19
O 1.045761 2.542433 7.256799 0.07 0.13 -0.06
C 2.913985 4.212903 6.370040 -0.02 0.15 0.08
H 1.018789 1.748165 4.416718 0.08 0.19 0.17
H 0.852719 3.516698 4.582004 0.02 0.01 0.09
H 2.369962 2.813305 3.944628 0.06 0.02 0.09
H 2.133584 4.955870 6.198699 -0.04 -0.08 0.00
H 3.690954 4.299865 5.609636 -0.02 -0.07 0.01
H 3.352910 4.369359 7.354835 -0.03 -0.08 -0.02
C 2.010304 -3.269686 -0.933854 -0.02 -0.01 -0.19
S 1.038510 -2.723244 0.477640 0.08 -0.01 0.10
O -0.165854 -2.013001 -0.059062 0.54 0.01 -0.31
C 2.200682 -1.471151 1.037219 -0.04 0.15 -0.01
H 1.447186 -4.038660 -1.461691 -0.05 0.04 0.09
H 2.195902 -2.430087 -1.604993 -0.05 0.04 0.08
H 2.954770 -3.688130 -0.584706 -0.05 0.02 0.07
H 2.375025 -0.743137 0.244420 0.00 -0.06 -0.01
H 3.139371 -1.945959 1.323237 -0.03 -0.01 -0.03
H 1.772563 -0.966793 1.903423 -0.07 -0.08 -0.02
C -4.051243 -3.197638 -4.685121 -0.10 0.02 -0.16
S -3.417715 -3.282847 -3.001730 0.17 0.14 0.11
O -4.589941 -3.332262 -2.084675 -0.06 -0.08 -0.05
C -2.766365 -1.610420 -2.944827 0.07 0.05 0.12
H -4.540472 -4.143723 -4.916118 0.03 0.00 0.12
H -4.773724 -2.384647 -4.770034 0.04 0.01 0.08
H -3.223331 -3.038701 -5.377532 0.03 0.06 0.09
H -3.566849 -0.893499 -3.131420 -0.03 -0.09 -0.03
H -1.982340 -1.500379 -3.691283 -0.06 -0.03 0.00
H -2.348883 -1.437251 -1.952815 -0.06 -0.17 0.02
C 4.082766 2.163956 -1.361807 -0.24 0.03 -0.09
S 5.083481 2.176756 0.129496 -0.03 -0.02 -0.12
O 5.024035 0.809753 0.723660 -0.12 0.07 0.00
C 3.977776 3.228440 1.085277 -0.14 0.07 0.08
H 4.570531 1.524812 -2.098248 0.08 -0.02 0.12
H 3.089053 1.768916 -1.141306 0.06 -0.06 0.11
H 4.007434 3.183386 -1.755569 0.08 -0.26 0.16
H 2.991622 2.765717 1.153040 0.05 -0.06 -0.05
H 3.903689 4.206558 0.607878 0.05 -0.05 -0.06
H 4.393855 3.343796 2.085832 0.08 -0.07 -0.06
C -1.295695 -0.672748 -8.202091 -0.06 -0.11 -0.09
S -1.434465 0.386333 -6.752560 0.06 0.06 -0.01
O -1.782789 -0.485919 -5.596031 -0.03 0.06 -0.34
C -2.943861 1.220969 -7.269328 -0.15 -0.02 -0.02
H -0.427476 -1.317933 -8.073741 -0.01 0.07 0.08
H -2.192250 -1.286183 -8.302262 -0.01 0.04 0.07
H -1.160082 -0.057072 -9.092129 0.01 0.03 0.05
H -3.737544 0.489155 -7.426569 0.07 -0.04 0.03
H -2.756382 1.777335 -8.188441 0.05 -0.01 0.03
H -3.239931 1.912784 -6.481922 0.10 -0.05 0.02
C 5.030175 5.117988 -5.050897 -0.12 0.06 -0.09
S 5.661795 5.017838 -3.368593 0.12 -0.01 -0.05
O 4.483992 4.951687 -2.454773 0.08 0.42 -0.22
C 6.299606 6.699548 -3.301728 -0.04 0.14 0.02
H 4.547312 4.172065 -5.293067 0.05 0.00 0.10
H 4.302695 5.927091 -5.127921 0.02 -0.01 0.08
H 5.857266 5.288751 -5.740948 0.02 -0.03 0.06
H 5.492811 7.409964 -3.486838 -0.03 -0.08 0.00
H 7.086926 6.820289 -4.046518 -0.01 -0.07 0.01
H 6.712294 6.870678 -2.308441 -0.03 -0.11 -0.02
```
Forces are in eV/Å.

* maximum force: 2.45 eV/A
* lowest unoccupied orbital energy: 0.2 eV
* highest occupied orbital energy: -0.3016 Eh
* gap between HOMO and LUMO: 0.3072 hartree

Löwdin atomic charge list, values in e, 8 entries:
1 O 0.141
2 C -0.413
3 F 0.035
4 C -0.114
5 O -0.329
6 S 0.987
7 O -0.375
8 O -0.321

=====

2.
2 unconnected molecules or ions with the total composition C2H3N3O, computed with ωB97M-V/def2-TZVPD.

```
9
Properties=species:S:1:pos:R:3:forces:R:3
O 2.311200 0.289798 0.090536 -0.07 0.03 -0.10
C 1.195340 0.447029 0.777472 -0.61 0.24 -0.12
N 0.110166 0.926875 0.513274 0.36 -0.20 0.15
N -1.128911 1.080430 0.427113 0.25 0.11 0.05
C -1.137113 -1.754659 -0.522654 0.54 -0.76 -0.33
N -0.507312 -2.641144 -0.909501 -0.61 0.83 0.35
H 2.179964 0.481808 -0.853724 0.01 -0.02 0.08
H -1.347741 2.058236 0.641950 0.03 -0.10 -0.04
H -1.675595 -0.888373 -0.164468 0.09 -0.13 -0.04
```
Forces are in eV/Å.

* maximum force: 1.08 eV/A
* lowest unoccupied orbital energy (alpha / beta): -0.4 / -0.4 eV
* energy relative to the best compared isomer or geometry (same formula, charge and spin): 100.9 kcal/mol
* highest occupied orbital energy (alpha / beta): -0.3508 / -0.3508 Eh
* gap between HOMO and LUMO (alpha / beta): 0.3368 / 0.3368 hartree

natural (NBO) atomic charge list, values in e, 8 entries:
1 O -0.639
2 C 0.428
3 N -0.118
4 N -0.475
5 C 0.056
6 N -0.335
7 H 0.489
8 H 0.341